Computed, not measured: a 2-piece molecular cluster, C10H18NO overall in a non-equilibrium geometry, with ωB97M-V/def2-TZVPD.

Positions of all 30 atoms, in Å:
C  1.593  1.301  -0.729
C  2.208  2.141  -1.830
N  0.472  2.053  -0.064
H  1.133  0.398  -1.106
H  2.353  1.026  -0.005
H  2.741  2.998  -1.419
H  1.594  2.227  -2.725
H  0.767  3.004  0.100
H  -0.299  2.227  -0.707
H  0.143  1.611  0.805
H  3.053  1.571  -2.224
C  -2.049  -0.263  -0.818
C  -3.221  -1.267  -0.810
C  -0.943  -0.659  0.143
C  -0.055  -1.665  -0.262
C  -0.906  -0.184  1.449
C  1.071  -1.959  0.503
C  0.083  -0.708  2.301
C  1.011  -1.642  1.860
O  1.874  -2.277  2.682
H  -1.601  -0.146  -1.797
H  -2.429  0.744  -0.620
H  -3.658  -1.337  -1.804
H  -0.376  -2.169  -1.161
H  -1.516  0.564  1.945
H  1.948  -2.340  -0.004
H  0.174  -0.305  3.304
H  1.807  -1.885  3.566
H  -3.998  -0.825  -0.184
H  -2.971  -2.234  -0.386

Cartesian forces, eV/Å:
C -0.1 0.0 -0.7
C 1.1 -1.1 0.0
N 0.3 0.7 -0.1
H 0.1 -0.2 0.0
H -0.2 0.1 0.4
H -0.7 0.6 -0.3
H -0.3 0.8 0.3
H 0.5 0.5 0.6
H -0.3 -0.8 -0.1
H -0.1 -0.1 -0.3
H 0.0 -0.3 0.1
C 0.3 -0.1 0.2
C -0.4 1.1 0.0
C -1.6 -0.2 0.2
C -0.3 1.2 0.5
C 1.7 -0.5 0.8
C -0.7 -0.2 -0.7
C -0.2 0.4 0.0
C 0.4 0.1 -0.3
O 0.3 0.6 0.3
H 0.0 -0.4 -0.5
H -0.1 0.0 0.4
H 0.1 -0.3 0.0
H 0.9 0.0 -0.6
H -0.5 0.0 -0.7
H -0.1 -0.9 0.6
H -0.2 -0.3 0.1
H 0.1 -0.3 -0.1
H -0.1 -0.3 0.1
H 0.2 -0.1 -0.2

Values from the calculation:
Total charge   +1
Energy relative to the best compared isomer or geometry (same formula, charge and spin)   13.56 kcal/mol
DFT total energy   -14192.44293 eV
HOMO-LUMO gap   8.656 eV
F_max   0.0372 hartree/bohr
2S+1   1

Atomic partial charges in e from the Löwdin method, atoms 1 to 4:
1 C -0.193
2 C -0.065
3 N 0.198
4 H 0.102